{"formula": "CH3O2S2", "method": "ωB97M-V/def2-TZVPD", "smiles": "CS(=O)(=O)[S-]", "relative_energy_kj_mol": 68.6, "orbital_gap_ev": 7.637, "total_charge": -1, "homo_energy_ev": -3.7, "species": ["O", "H", "S", "S", "H", "C", "O", "H"], "coordinates": [[2.641469, -0.310916, 1.070958], [-0.293981, -0.979938, -0.262116], [2.091137, 0.201552, -0.171031], [2.671242, -1.038430, -1.516414], [-0.132912, 0.175418, 0.957479], [0.134122, 0.038662, -0.080440], [2.376789, 1.610632, -0.408727], [-0.362822, 0.713127, -0.769694]], "atomic_forces_ev_per_a": [[-0.725, 0.329, 1.061], [1.122, 0.538, -0.321], [-0.944, -0.310, 0.538], [0.031, -0.506, -1.655], [0.060, 0.801, 0.341], [0.858, -1.105, 0.122], [-0.651, -0.105, -0.180], [0.249, 0.358, 0.095]], "lowdin_charge": [-0.51, 0.04, 0.02, 0.09, 0.01, -0.20, -0.47, 0.02]}



{"formula": "C12H16N6O3", "method": "ωB97M-V/def2-TZVPD", "smiles": "N[C@@H](Cc1c[nH]cn1)C(=O)N[C@@H](Cc1c[nH]cn1)C(=O)O", "relative_energy_kj_mol": 706.5, "orbital_gap_ev": 8.828, "homo_energy_ev": -8.2, "species": ["H", "C", "C", "H", "C", "H", "H", "C", "H", "H", "O", "N", "C", "H", "C", "H", "O", "N", "C", "O", "C", "C", "C", "C", "N", "H", "N", "N", "H", "H", "N", "H", "H", "H", "C", "H", "H"], "coordinates": [[3.037513, -1.698295, -0.262489], [0.286851, -0.194348, -0.008563], [-4.949459, -1.136795, -0.722750], [7.237421, 1.377311, 0.450651], [3.009643, -0.571606, 0.114992], [5.098987, -2.334567, -0.728084], [2.974418, -0.496402, 1.229421], [4.330366, -0.289676, -0.147623], [1.534985, 1.680492, 0.963808], [-2.354255, 0.400664, -1.735220], [-3.010729, -1.031219, 1.466654], [1.872670, 1.921156, 0.111237], [-1.914359, -0.059403, 1.662361], [-7.099428, -0.982277, -0.348969], [-4.122403, 0.032202, -0.702601], [-6.712251, 1.582957, -0.237144], [-1.390269, 0.281164, 2.760890], [-6.217390, -0.547742, -0.618380], [-6.061815, 0.776530, -0.357446], [-0.160501, -1.375041, 0.525773], [6.365059, 0.598927, 0.084519], [-1.907510, 0.608223, 0.361279], [5.245430, -1.232392, -0.580531], [1.756808, 0.439239, -0.350277], [-4.793744, 1.218160, -0.697370], [-3.118410, -1.370667, 2.322549], [6.464362, -0.659735, -0.437383], [-0.490422, 0.900220, -0.172117], [1.837112, 0.573072, -1.506251], [7.229524, -1.368438, -0.709055], [5.052480, 0.879298, 0.260929], [-2.334091, -1.119070, -0.970930], [2.945640, 2.038261, 0.179068], [-2.390619, 1.658755, 0.599059], [-2.646511, -0.090724, -0.795049], [-0.088485, 1.849742, -0.270742], [-4.516604, -2.257993, -0.734221]], "atomic_forces_ev_per_a": [[-1.714, 2.245, 1.013], [0.340, -1.519, 2.229], [1.988, 1.215, 0.056], [-2.315, -2.582, -1.421], [-4.982, -1.005, 1.179], [0.321, 1.447, -0.202], [-0.586, -0.732, -0.505], [5.972, 2.163, -1.018], [-0.777, 0.679, 4.302], [0.130, 0.289, 0.379], [3.094, 2.438, 0.396], [2.805, -2.441, -2.847], [-0.839, -0.948, 3.648], [0.605, -0.212, -0.328], [-0.381, -2.814, -1.413], [-2.031, 0.217, 0.240], [-2.279, -1.860, -4.666], [-0.686, -0.398, 1.837], [3.498, 1.067, -3.116], [2.825, 6.248, -3.312], [-0.555, 1.747, 0.919], [1.219, 3.803, -2.445], [-1.587, 0.207, 0.671], [1.916, -2.132, -3.022], [-1.745, -2.552, 2.665], [-0.521, -1.124, 2.176], [2.924, -2.529, -0.814], [-2.638, -2.087, 2.000], [-0.347, -0.872, 1.808], [-0.820, 2.641, 0.975], [0.793, -1.523, -0.647], [0.008, -0.021, 0.620], [-2.115, 0.062, 0.114], [0.719, -1.957, -0.717], [0.013, 0.919, -0.806], [-0.313, -0.991, 0.025], [-1.937, 2.908, 0.030]], "lowdin_charge": [0.16, -0.28, -0.04, 0.17, -0.12, 0.14, 0.14, -0.39, 0.01, 0.13, 0.04, 0.04, -0.36, 0.15, -0.37, 0.09, 0.07, 0.03, -0.17, -0.04, -0.19, -0.19, -0.10, -0.20, 0.11, 0.08, -0.01, 0.10, 0.15, 0.19, 0.08, 0.12, 0.10, 0.20, -0.13, 0.14, 0.17]}



{"formula": "C12H13AsF6NO6RuS4", "method": "ωB97M-V/def2-TZVPD", "spin_multiplicity": 2, "relative_energy_kj_mol": 55.5, "orbital_gap_ev": [7.517, 6.628], "homo_energy_ev": [-8.4, -8.5], "species": ["H", "S", "H", "C", "C", "H", "C", "O", "O", "F", "C", "O", "N", "H", "C", "H", "H", "F", "O", "H", "H", "F", "C", "F", "F", "C", "O", "S", "O", "H", "H", "C", "S", "C", "S", "H", "H", "H", "F", "C", "C", "C", "Ru", "As"], "coordinates": [[3.970082, 2.024685, -4.735019], [-3.235780, -0.116282, -2.504120], [-0.369136, 0.060459, 5.401998], [3.884936, 0.326727, -1.810196], [2.346272, 2.055867, -3.347981], [-1.437587, -0.764189, 4.242253], [-2.799979, -1.860011, 0.835524], [0.930223, -0.422686, -0.172893], [-1.801758, 0.049812, -2.253700], [-4.519333, -1.586963, -4.238222], [2.630155, 0.714248, -1.363718], [-2.996335, 0.690389, 0.287942], [-4.004927, -0.908897, -1.363580], [1.743716, 2.729822, -3.944356], [1.849856, 1.579252, -2.135523], [1.607646, 2.090055, 4.384284], [5.342174, 0.481734, -3.373263], [-1.798035, -2.155461, 0.004965], [-5.040501, -0.551276, 0.887850], [2.769719, 1.350045, 3.249246], [2.336654, 0.510406, 4.769767], [-2.527512, -0.988361, -4.832187], [-0.844463, 0.129505, 4.424084], [-2.791885, -2.558271, -3.366563], [-2.260679, -1.450015, 1.994629], [2.080265, 0.191433, -0.074148], [-3.928465, 1.019700, -3.007070], [0.240775, 2.121393, -1.658242], [2.709727, 0.288338, 0.966446], [0.757077, -2.099315, 3.618227], [-1.492492, 1.001594, 4.386086], [3.597399, 1.660919, -3.786180], [-3.839938, -0.492824, 0.134332], [0.990191, -1.550647, 2.705639], [-0.350284, 1.691475, 1.639223], [4.481866, -0.333567, -1.194366], [2.046165, -1.589625, 2.469127], [0.413751, -1.926253, 1.866231], [-3.524354, -2.939611, 1.057161], [-3.275265, -1.409818, -3.819649], [1.980342, 1.155813, 3.967766], [4.366411, 0.791905, -3.023415], [-0.761286, 0.701311, -0.348280], [0.524590, 0.287187, 3.059892]], "atomic_forces_ev_per_a": [[0.004, 0.011, 0.017], [-0.060, -0.247, 0.041], [-0.002, -0.029, 0.008], [0.069, 0.107, 0.061], [-0.052, 0.054, 0.042], [0.007, 0.028, -0.030], [-0.193, 0.162, -0.059], [-0.363, 0.209, 0.054], [0.094, -0.414, 0.341], [-0.050, -0.035, 0.007], [-0.247, 0.157, 0.018], [0.364, 0.184, 0.050], [0.093, 0.213, 0.080], [-0.003, -0.014, 0.004], [0.030, -0.205, 0.038], [-0.010, -0.005, -0.015], [-0.008, -0.006, 0.002], [0.116, 0.006, -0.012], [-0.064, 0.069, 0.016], [0.037, -0.022, -0.054], [-0.003, -0.018, -0.015], [0.032, 0.025, -0.052], [0.062, 0.034, 0.005], [0.040, -0.033, 0.025], [-0.008, -0.047, 0.080], [0.075, -0.093, -0.162], [-0.037, 0.072, -0.061], [-0.088, -0.056, 0.141], [0.077, -0.116, 0.139], [0.005, 0.008, -0.010], [0.030, 0.023, 0.006], [0.031, -0.011, -0.052], [-0.176, -0.328, -0.305], [-0.045, 0.140, -0.090], [0.141, -0.314, 0.196], [-0.014, -0.007, 0.000], [0.064, 0.007, -0.066], [0.001, 0.036, -0.015], [0.034, -0.088, -0.031], [-0.024, 0.071, 0.059], [-0.020, -0.027, -0.086], [0.017, -0.012, 0.015], [0.193, 0.496, -0.537], [-0.145, 0.014, 0.205]], "lowdin_charge": [0.11, 0.64, 0.04, -0.02, -0.11, 0.03, -0.67, -0.24, -0.44, 0.16, -0.16, -0.42, -0.28, 0.10, -0.53, 0.04, 0.10, 0.12, -0.23, 0.03, 0.05, 0.16, -0.26, 0.15, 0.10, -0.62, -0.23, 0.75, 0.03, 0.05, 0.03, -0.08, 0.60, -0.21, 0.28, 0.12, 0.04, 0.02, 0.17, -0.69, -0.24, -0.07, 0.73, 0.85]}



{"formula": "C36H37Cl3N4OPRuS2Si", "method": "ωB97M-V/def2-TZVPD", "spin_multiplicity": 2, "relative_energy_kj_mol": 175.0, "orbital_gap_ev": [6.426, 6.350], "homo_energy_ev": [-7.3, -7.3], "species": ["C", "Cl", "H", "C", "H", "H", "S", "H", "C", "H", "H", "C", "Si", "C", "H", "H", "C", "O", "N", "C", "H", "C", "C", "C", "H", "C", "H", "C", "H", "H", "C", "P", "H", "Ru", "C", "C", "H", "H", "C", "C", "S", "H", "H", "H", "C", "Cl", "C", "C", "H", "N", "C", "N", "H", "H", "H", "H", "C", "C", "H", "H", "C", "C", "C", "H", "N", "C", "C", "H", "H", "C", "C", "C", "C", "H", "C", "H", "H", "C", "H", "H", "H", "C", "C", "H", "Cl", "H"], "coordinates": [[-0.449658, -2.398310, 5.221487], [-2.164658, -2.119210, -3.580513], [6.759942, -0.705310, 2.491687], [0.907942, 3.605990, 1.158587], [-6.068358, -0.579610, 0.955787], [2.776142, -3.652710, -3.716813], [-4.402358, 0.302890, -0.538013], [1.989942, -0.299610, 4.185587], [2.961942, -2.962510, 1.108487], [-0.201058, 0.903990, 3.639087], [-4.531458, -1.460110, 1.057887], [5.030142, -1.758310, 1.793587], [-1.914158, -2.759610, -1.629313], [-5.791058, 0.620090, -1.718613], [-2.596458, 1.438890, -2.833713], [1.484042, 1.967890, -3.998013], [-5.262158, -1.024710, 0.385087], [-3.359458, -0.374010, -1.335813], [-2.468058, 2.748590, 0.865087], [0.709442, -0.553410, -2.797013], [1.956942, -3.257710, -1.423113], [1.113942, -0.748810, -4.140913], [-0.935758, -2.796110, 3.991387], [1.748042, -2.540110, -2.203713], [-2.728458, 2.748490, 1.837987], [0.444342, 2.253090, -4.069513], [-3.245858, 3.341590, -4.278613], [1.169742, -1.005510, 4.141287], [-0.041358, 4.996590, 2.477287], [2.814242, -3.598710, 1.982587], [2.027742, 1.967290, -0.342613], [1.161242, -0.463710, 1.405387], [0.820642, 3.795890, -5.491913], [-0.754858, -1.319410, -0.071413], [2.980042, -0.511910, 1.681187], [3.665942, 0.607590, 2.150187], [-2.070558, 3.604790, 0.516787], [-0.896758, -2.780910, 6.127087], [-1.869058, 1.595490, 0.436687], [-0.515658, 1.589290, -3.298413], [-2.167758, 0.193290, 1.445387], [0.780042, -0.051710, -4.891713], [-5.962358, -0.253010, -2.336513], [2.163542, -2.007710, -5.504213], [0.132342, 1.661690, 2.947187], [-0.745658, -4.534910, -1.927913], [2.202342, -2.769710, -3.488413], [-1.851358, 1.989990, -3.387413], [-0.712958, 3.252390, 4.094287], [1.045542, -1.477410, -1.848713], [0.211042, 3.962190, 2.297587], [-1.200558, 1.588990, -0.663213], [-5.621658, -1.781010, -0.303213], [3.544142, -3.519010, 0.376487], [5.521742, 1.408590, 2.835087], [1.541942, 2.410890, -1.210313], [1.860942, -1.844610, -4.480213], [5.705542, -0.647010, 2.262587], [-0.148958, -3.492010, 1.043787], [1.018142, -1.215310, 6.259087], [5.013042, 0.537090, 2.450587], [-0.171258, 2.985190, 3.200087], [-0.386458, -2.307810, 2.802287], [-5.509158, 1.462990, -2.343413], [-0.642358, 0.498590, -1.133113], [-0.138058, 0.508290, -2.394913], [-1.250258, 3.697690, -4.961013], [-1.750958, -3.501010, 3.940587], [1.983342, -2.718310, 0.686487], [1.245742, 2.283090, 0.896387], [0.073642, 3.293990, -4.895813], [3.669242, -1.714610, 1.515787], [-2.210458, 3.038090, -4.208413], [-1.532258, 4.525790, -5.592413], [0.843342, 1.296790, 1.806187], [5.562342, -2.684710, 1.643387], [1.196742, 4.365190, 0.447687], [0.624042, -1.521110, 5.301087], [2.099442, 0.889690, -0.501013], [3.038542, 2.376290, -0.282613], [-1.839158, -3.259210, 1.584587], [-0.860758, -2.772210, 1.490387], [0.643842, -1.358710, 2.904187], [3.150442, 1.543290, 2.306987], [-3.748558, -3.627910, -1.181613], [-6.675258, 0.870890, -1.144213]], "atomic_forces_ev_per_a": [[0.047, -0.003, -0.016], [0.123, 0.162, -0.216], [0.066, -0.013, -0.011], [0.046, 0.102, 0.047], [-0.194, 0.109, 0.095], [0.022, -0.096, 0.023], [-1.987, -0.282, -0.022], [0.016, 0.031, 0.088], [-0.173, -0.044, -0.034], [-0.012, 0.007, -0.007], [0.109, -0.004, 0.030], [0.045, 0.061, 0.020], [0.035, -0.416, 0.723], [0.609, -0.034, 0.460], [-0.028, -0.038, 0.112], [0.095, -0.030, 0.007], [0.285, 0.494, -0.226], [0.461, -0.237, -0.830], [0.348, -0.302, -0.254], [0.936, -2.151, -0.501], [-0.075, -0.010, -0.002], [-0.475, 0.623, 0.851], [0.085, 0.044, 0.006], [0.459, -0.366, 0.022], [0.025, 0.067, -0.039], [-0.234, -0.125, 0.357], [-0.058, -0.005, 0.028], [0.021, -0.214, 0.105], [0.007, 0.134, 0.019], [-0.131, -0.072, -0.032], [-0.006, -0.096, -0.068], [-0.641, -0.119, 1.107], [0.082, 0.085, -0.037], [1.533, 2.167, -0.057], [0.062, -0.017, -0.425], [0.035, 0.006, 0.003], [0.039, 0.084, -0.097], [-0.050, -0.057, 0.081], [-0.496, -1.096, 0.834], [0.221, 0.676, -0.469], [0.970, -1.272, -0.973], [0.009, 0.012, -0.045], [0.050, -0.238, -0.017], [-0.016, 0.005, -0.072], [0.094, 0.066, 0.076], [-0.134, 0.291, 0.122], [-0.108, 0.560, -0.378], [0.134, -0.293, -0.031], [-0.082, 0.012, 0.124], [-1.628, 0.473, 0.267], [0.100, 0.055, -0.054], [-0.340, 2.339, -1.033], [-0.045, 0.017, -0.125], [0.000, -0.079, -0.052], [0.038, 0.093, 0.014], [-0.048, 0.029, -0.078], [0.371, -0.716, 0.455], [-0.042, -0.025, -0.001], [-0.312, -0.174, 0.507], [0.012, -0.023, 0.107], [0.124, 0.037, 0.038], [0.044, 0.015, 0.101], [0.352, 0.463, 0.239], [0.083, 0.067, -0.006], [1.282, -1.688, -2.114], [-2.155, 1.392, 2.969], [0.042, -0.011, 0.041], [-0.122, -0.116, -0.049], [0.039, -0.271, 0.001], [-0.135, -0.063, 0.279], [-0.019, 0.233, -0.180], [0.102, 0.169, -0.011], [-0.041, 0.097, -0.156], [-0.033, 0.071, -0.111], [0.112, 0.067, -0.182], [0.080, -0.177, 0.004], [0.065, 0.132, -0.120], [0.138, 0.127, 0.103], [0.102, 0.097, -0.163], [0.029, -0.073, 0.047], [0.239, -0.025, -0.062], [-0.144, -0.702, -1.354], [-0.153, 0.048, -0.005], [-0.020, -0.008, -0.001], [-0.112, -0.105, 0.101], [-0.175, 0.068, 0.102]], "lowdin_charge": [-0.08, 0.27, 0.10, -0.05, 0.05, 0.11, 0.77, 0.11, -0.06, 0.09, 0.02, -0.04, -0.61, -0.22, 0.09, 0.12, -0.27, -0.70, 0.11, -0.25, 0.08, -0.01, -0.04, -0.19, 0.08, -0.05, 0.10, -0.10, 0.10, 0.10, -0.05, 1.08, 0.10, 0.74, -0.28, -0.09, 0.10, 0.10, -0.83, -0.18, 0.72, 0.11, 0.06, 0.11, -0.13, 0.16, -0.04, -0.01, 0.11, 0.06, -0.10, 0.01, 0.02, 0.08, 0.10, 0.08, -0.04, -0.08, 0.03, 0.10, -0.08, -0.09, -0.34, 0.04, -0.09, -0.20, -0.08, 0.11, 0.02, -0.31, -0.08, -0.27, -0.07, 0.10, -0.36, 0.11, 0.12, -0.09, 0.04, 0.10, 0.04, -0.32, -0.34, 0.10, 0.23, 0.04]}